ORCA calculation (wB97M-V/def2-TZVPD) on a 2-piece molecular cluster, C6H20N4OP2 overall.

Geometry (Å):
1 C -1.083 -1.178 2.366
2 C -2.400 0.496 1.089
3 C 0.601 1.983 -1.379
4 C 0.577 2.217 1.084
5 C -1.192 -1.970 -1.602
6 C 0.998 -1.025 -2.117
7 N 1.991 -1.274 1.216
8 N -1.333 -0.527 1.057
9 N 0.138 1.457 -0.142
10 N -0.283 -0.880 -1.336
11 O 3.079 0.685 -0.259
12 P 3.006 -0.057 1.039
13 P -0.008 -0.172 0.164
14 H -0.210 -1.836 2.423
15 H -1.047 -0.401 3.253
16 H -1.935 -1.754 2.682
17 H -3.348 0.070 1.375
18 H -2.431 1.195 1.938
19 H -2.401 0.999 0.127
20 H 1.735 2.115 -1.284
21 H 0.494 1.529 -2.326
22 H 0.151 2.921 -1.516
23 H 0.186 1.484 1.825
24 H 1.653 2.348 0.965
25 H -0.045 3.163 1.203
26 H -2.063 -2.004 -0.966
27 H -1.789 -1.756 -2.541
28 H -0.587 -2.849 -1.563
29 H 1.479 -2.004 -1.830
30 H 0.918 -1.011 -3.123
31 H 1.605 -0.246 -1.709
32 H 3.000 0.869 2.046
33 H 4.344 -0.771 1.123

## Properties
Frontier orbital gap (spin up / spin down) in eV: 7.1021 / 7.1419
E in a.u.: -1217.3788
Multiplicity: 3
E_LUMO (spin up / spin down) in eV: 0.7 / -1.0